# 1
{
  "formula": "ClNO4S",
  "method": "ωB97M-V/def2-TZVPD",
  "species": ["N", "O", "O", "O", "O", "S", "Cl"],
  "coordinates": [[1.256589, 0.888943, 0.311368], [0.051750, 1.045059, -0.183823], [-1.960089, 0.005141, -0.904265], [-0.107052, -1.534215, -0.591548], [1.380851, -0.158138, 0.842238], [-0.838747, -0.412216, -0.144185], [-1.464780, -0.549323, 1.725296]],
  "forces_ev_per_a": [[2.1, -0.2, 0.9], [-1.8, -0.6, -0.5], [-0.2, 0.1, 0.3], [0.3, -0.1, 0.4], [1.1, 0.4, 0.7], [-1.7, 0.4, -2.1], [0.3, -0.1, 0.4]],
  "lowdin_charge": [-0.065, -0.186, -0.300, -0.262, -0.022, 0.325, 0.510],
  "orbital_gap_ev": 10.8,
  "smiles": "O=NOS(=O)(=O)Cl",
  "e_tot_ha": -1213.9561,
  "lumo_energy_ev": -0.72
}

***

# 2
{
  "formula": "C10H12N3",
  "method": "ωB97M-V/def2-TZVPD",
  "species": ["C", "C", "C", "C", "C", "C", "C", "C", "C", "C", "N", "N", "N", "H", "H", "H", "H", "H", "H", "H", "H", "H", "H", "H", "H"],
  "coordinates": [[-3.653601, 0.014078, -0.174569], [-1.083404, -0.305264, 0.005226], [-1.941111, -1.431960, -0.167286], [-1.523359, 0.963171, 0.179129], [-1.074853, -2.652509, -0.070135], [0.224831, -2.369039, -0.028239], [1.977309, 0.502643, 1.192430], [1.166709, -0.492031, 1.195899], [-0.748308, 2.197471, 0.483591], [1.110672, -0.534384, -1.286501], [-3.187940, -1.281208, -0.314428], [-2.924109, 1.020940, -0.009801], [0.451357, -0.904236, 0.006717], [-4.758641, 0.092202, -0.252016], [-1.479172, -3.692018, 0.074302], [0.878472, -3.185381, 0.056043], [2.410516, 0.819619, 2.120927], [2.435414, 0.878988, 0.317695], [0.940251, -1.013702, 2.061679], [-1.387882, 3.024744, 0.136529], [-0.706013, 2.206778, 1.578689], [0.181403, 2.190542, 0.072312], [2.127511, -0.572262, -1.211734], [0.661594, -1.149670, -2.093150], [0.718029, 0.524789, -1.481887]],
  "forces_ev_per_a": [[-1.2, -3.0, -1.0], [1.9, -1.7, 0.1], [3.1, 0.5, 0.5], [-1.6, -1.1, -1.2], [-1.2, -0.9, 0.1], [-3.2, 0.5, 0.6], [2.0, 0.8, 0.6], [-0.9, -0.1, -0.8], [-3.8, -0.1, 1.2], [-4.3, 2.4, -1.1], [-2.3, -0.3, 0.4], [2.7, 3.3, 1.4], [-1.3, -0.7, -0.7], [0.9, 0.2, 0.0], [0.4, 1.3, -0.6], [1.9, -0.1, 0.1], [0.2, 0.1, 0.3], [-0.1, 0.9, -0.8], [-0.9, -0.9, 1.4], [0.6, -0.1, 0.2], [0.3, 0.4, -0.1], [2.6, 0.2, -1.1], [2.6, -0.3, 0.1], [0.6, 0.2, 0.6], [1.2, -1.3, 0.0]],
  "lowdin_charge": [-0.159, 0.009, -0.229, -0.195, 0.070, -0.020, 0.085, -0.110, 0.014, 0.045, 0.165, 0.151, -0.159, 0.142, 0.155, 0.134, 0.097, 0.076, 0.125, 0.113, 0.115, 0.030, 0.074, 0.136, 0.136],
  "orbital_gap_ev": 9.6,
  "total_charge": 1,
  "smiles": "C=C[N@@+]1(C)C=Cc2ncnc(C)c21",
  "e_tot_ha": -552.1618,
  "lumo_energy_ev": -3.94
}

***

# 3
{
  "formula": "C4H8ClO2P",
  "method": "ωB97M-V/def2-TZVPD",
  "species": ["C", "C", "C", "C", "O", "O", "P", "Cl", "H", "H", "H", "H", "H", "H", "H", "H"],
  "coordinates": [[0.835933, -1.709012, -0.016134], [-2.751572, 0.238076, -0.128040], [1.817968, -0.539751, 0.161093], [0.984212, 0.722379, 0.307208], [-0.880825, 2.342645, -0.437015], [1.566759, 1.922739, 0.259549], [-0.716985, 0.879273, -0.457535], [3.111770, -0.659553, -1.064077], [0.326791, -1.348737, -1.042262], [0.195844, -1.651827, 0.886367], [1.156920, -2.679194, -0.000667], [-2.766058, 0.113194, 0.953551], [-3.275700, 1.153577, -0.414194], [-2.934792, -0.610798, -0.765895], [2.416121, -0.705543, 1.139545], [0.913618, 2.532532, 0.618510]],
  "forces_ev_per_a": [[-2.0, 4.2, -1.2], [2.8, 0.9, 0.3], [0.5, -1.0, 2.3], [-0.5, -0.8, -0.9], [-0.6, 1.7, 0.0], [0.6, -1.4, 0.4], [-0.7, -0.7, 0.1], [0.0, 0.5, -0.4], [0.5, -1.7, 2.3], [-0.4, 0.2, -0.7], [1.5, -2.2, -0.6], [-0.3, -0.4, -0.2], [0.3, -0.2, -0.1], [-0.1, -0.3, 0.2], [-1.1, 0.6, -1.3], [-0.5, 0.7, -0.3]],
  "lowdin_charge": [-0.174, -0.105, -0.783, -0.435, -0.466, 0.012, 0.891, 0.598, 0.092, 0.084, 0.033, 0.009, 0.019, 0.004, 0.129, 0.091],
  "orbital_gap_ev": [7.3, 7.2],
  "e_tot_ha": -1109.1246,
  "lumo_energy_ev": [-0.76, -0.88]
}

***

# 4
{
  "formula": "C9H9F3O9",
  "method": "ωB97M-V/def2-TZVPD",
  "species": ["C", "C", "O", "C", "O", "O", "F", "H", "H", "H", "C", "C", "O", "C", "O", "O", "F", "H", "H", "H", "C", "C", "O", "C", "O", "O", "F", "H", "H", "H"],
  "coordinates": [[7.647078, 0.458283, 1.194591], [7.326227, 1.771076, 0.466577], [7.538810, 2.761195, 1.420174], [7.960800, 2.214231, 2.603499], [8.276182, 2.861233, 3.541309], [7.921424, 0.873014, 2.535243], [5.996175, 1.797477, 0.105015], [8.535312, 0.012705, 0.747671], [6.804258, -0.222394, 1.214318], [7.899981, 1.952566, -0.436642], [11.614583, 1.365161, 0.277168], [12.848344, 0.573215, -0.098864], [12.769332, 0.511069, -1.494353], [11.499126, 0.816496, -1.902838], [11.127733, 0.809621, -3.022324], [10.738205, 1.133023, -0.830067], [12.796972, -0.694854, 0.399870], [11.767948, 2.437086, 0.384354], [11.181246, 0.981643, 1.201637], [13.774956, 1.048916, 0.217314], [11.964373, 5.646749, 1.333804], [10.719244, 5.031310, 1.972236], [11.230513, 4.094083, 2.857171], [12.523976, 3.818617, 2.523354], [13.205762, 3.026208, 3.066633], [12.888744, 4.562450, 1.452524], [10.014165, 4.352462, 0.995593], [12.284046, 6.511276, 1.914142], [11.809114, 5.849741, 0.281334], [10.038721, 5.736514, 2.434727]],
  "forces_ev_per_a": [[0.3, 0.5, -0.1], [-0.7, -0.4, 0.1], [0.4, 0.0, 0.0], [-0.5, 0.2, -0.2], [0.1, 0.0, 0.1], [0.3, -0.1, -0.1], [0.1, 0.0, 0.0], [0.0, -0.2, 0.2], [0.0, -0.1, -0.2], [0.1, 0.1, 0.0], [-0.5, -0.3, 0.5], [0.1, 0.6, 0.0], [0.0, 0.1, -0.1], [0.0, -0.1, 0.2], [0.0, -0.1, -0.2], [0.0, 0.2, 0.1], [0.0, -0.1, 0.1], [0.3, 0.0, -0.2], [-0.1, 0.0, -0.1], [0.1, -0.2, -0.1], [-0.6, -0.6, 0.2], [0.0, 0.2, -0.9], [0.0, 0.2, 0.4], [-0.1, 0.1, -0.3], [0.2, -0.4, 0.1], [0.3, 0.3, 0.3], [0.0, 0.0, 0.1], [0.2, 0.0, -0.2], [0.0, 0.2, 0.0], [-0.1, -0.2, 0.3]],
  "lowdin_charge": [-0.032, -0.293, 0.122, -0.548, 0.183, 0.080, 0.045, 0.127, 0.140, 0.162, -0.050, -0.301, 0.138, -0.540, 0.194, 0.062, 0.073, 0.120, 0.148, 0.173, -0.040, -0.291, 0.134, -0.569, 0.196, 0.061, 0.045, 0.143, 0.143, 0.173],
  "orbital_gap_ev": 12.1,
  "smiles": "O=C1OC[C@@H](F)O1.O=C1OC[C@@H](F)O1.O=C1OC[C@@H](F)O1",
  "e_tot_ha": -1325.1655,
  "lumo_energy_ev": 0.38
}

***

# 5
{
  "formula": "C8H15NO8Pd",
  "method": "ωB97M-V/def2-TZVPD",
  "species": ["Pd", "C", "O", "O", "O", "C", "O", "O", "O", "C", "O", "C", "C", "N", "C", "C", "O", "C", "H", "H", "H", "H", "H", "H", "H", "H", "H", "H", "H", "H", "H", "H", "H"],
  "coordinates": [[-0.504761, 0.177474, -0.926673], [-3.010752, 0.437196, -1.935909], [-2.373428, 1.386969, -1.422887], [-3.308920, 0.363470, -3.178051], [-2.525357, -0.714293, -1.513729], [0.509030, -0.549466, -3.390804], [-0.060821, -0.645913, -4.529287], [0.103980, -1.428232, -2.500360], [0.662703, 0.631520, -2.917565], [2.654586, -0.902975, -0.675337], [1.401275, -0.736276, -0.010353], [0.906009, -1.889802, 0.582384], [0.104930, -1.400438, 1.841245], [-1.140268, -0.849800, 1.373528], [-1.720787, 0.402551, 1.848084], [-0.718533, 1.567305, 1.844626], [-0.173876, 1.875528, 0.529657], [1.144077, 2.434037, 0.437472], [2.475559, -1.671185, -1.434212], [3.428567, -1.271164, 0.004254], [2.906234, -0.018339, -1.255799], [1.643480, -2.661503, 0.825650], [0.110814, -2.308139, -0.043474], [0.663821, -0.731308, 2.498769], [-0.201104, -2.278995, 2.426964], [-1.782009, -1.623618, 1.441352], [-2.043713, 0.305352, 2.895945], [-2.574531, 0.571318, 1.189724], [0.161333, 1.339675, 2.460913], [-1.015476, 2.502383, 2.330365], [1.232755, 2.693671, -0.615543], [1.915778, 1.706535, 0.696411], [1.129404, 3.286462, 1.122637]],
  "forces_ev_per_a": [[-0.9, 0.3, -2.8], [4.6, -4.4, -5.5], [0.2, 3.9, 2.3], [-3.1, 1.8, 1.2], [-1.8, -1.8, 2.7], [-7.5, 0.9, -0.9], [3.1, -0.9, -1.0], [1.9, -1.3, 1.5], [3.0, 1.8, 1.2], [-1.1, -1.0, -1.0], [1.9, 0.5, 0.4], [-1.5, 0.2, 1.5], [0.2, -1.0, -0.1], [-0.1, 0.3, 0.3], [0.7, -0.1, 0.1], [2.0, 0.3, -0.7], [-0.8, -0.3, 0.6], [-1.4, -0.3, 0.5], [0.2, -0.1, -0.1], [0.1, 0.4, 0.2], [-0.1, 0.3, 0.4], [0.3, 0.2, 0.0], [0.4, -0.3, -0.4], [0.2, 0.0, -0.2], [0.7, -0.2, 0.3], [-0.7, 0.6, -0.6], [-0.2, 0.3, 0.2], [0.0, 0.3, 0.0], [0.0, -0.6, 0.1], [-1.0, 0.0, -0.3], [0.2, 0.2, 0.1], [0.0, -0.1, 0.2], [0.6, 0.3, -0.2]],
  "mulliken_spin": [1.221, -0.033, 0.186, 0.043, 0.191, -0.029, 0.039, 0.194, 0.130, 0.003, 0.032, -0.008, -0.004, -0.004, 0.006, 0.000, 0.037, -0.009, -0.001, -0.001, 0.002, -0.002, 0.004, -0.001, -0.001, 0.010, -0.001, -0.002, -0.001, -0.001, 0.003, 0.000, -0.001],
  "orbital_gap_ev": [4.4, 3.8],
  "total_charge": -2,
  "e_tot_ha": -1098.1426,
  "lumo_energy_ev": [4.93, 4.93],
  "multiplicity": 3
}

***

# 6
{
  "formula": "C3H9N2S",
  "method": "ωB97M-V/def2-TZVPD",
  "species": ["C", "C", "C", "N", "N", "S", "H", "H", "H", "H", "H", "H", "H", "H", "H"],
  "coordinates": [[1.267949, 0.541046, -0.031645], [-0.099377, 1.178119, -0.244083], [-0.058728, -1.334360, -0.106096], [-2.065804, -0.053923, 0.813006], [1.014275, -0.805546, 0.435268], [-1.226354, -0.144815, -0.637178], [1.758886, 0.551624, -0.987862], [1.890674, 1.004232, 0.862252], [-0.661905, 1.673248, 0.622554], [-0.251899, 1.815398, -1.106761], [0.278508, -0.621620, -1.912151], [-0.399325, -2.290064, -0.192780], [-1.980615, 0.613067, 1.487609], [1.869559, -1.319942, 0.585510], [-2.984169, -0.578224, 0.834461]],
  "forces_ev_per_a": [[0.3, 1.5, 3.2], [-1.6, 1.3, 0.9], [0.9, 3.2, -2.9], [-3.0, -3.2, -2.0], [0.3, -0.2, 0.1], [0.5, -1.2, 1.1], [0.6, -0.3, -0.5], [-1.2, -0.3, -2.3], [1.6, -0.5, -1.0], [0.9, 0.5, 0.0], [-0.9, -0.6, 1.1], [-0.2, -2.8, 0.2], [0.4, 2.1, 2.0], [-0.3, -0.6, 0.3], [1.5, 1.1, -0.1]],
  "lowdin_charge": [-0.208, -0.313, -0.262, -0.217, -0.040, 1.024, 0.109, 0.187, 0.122, 0.095, 0.128, 0.083, 0.015, 0.171, 0.108],
  "orbital_gap_ev": 9.1,
  "total_charge": 1,
  "e_tot_ha": -626.9884,
  "lumo_energy_ev": -4.21
}

***

# 7
{
  "formula": "C5H6O",
  "method": "ωB97M-V/def2-TZVPD",
  "species": ["C", "C", "C", "C", "C", "H", "H", "H", "H", "H", "H", "O"],
  "coordinates": [[1.207290, -0.164627, 0.166693], [0.211469, -1.233982, -0.106017], [-1.141600, -1.051798, -0.012656], [-0.862316, 1.273687, -0.044915], [0.481999, 1.211257, -0.169555], [1.579657, -0.196244, 1.251049], [2.131455, -0.249145, -0.522953], [0.519071, -2.196167, -0.290084], [-1.887205, -1.852541, -0.257325], [-1.500597, 2.158629, 0.176249], [1.014176, 2.145714, -0.298026], [-1.753397, 0.155216, 0.107540]],
  "forces_ev_per_a": [[1.0, 1.8, -0.9], [-2.9, 1.6, 0.9], [1.3, -0.9, -1.3], [-0.7, -0.4, 0.9], [-1.2, -1.5, 1.3], [-0.4, 0.3, -1.4], [-1.4, -0.1, 1.2], [0.8, -2.1, -0.4], [0.9, 0.8, 0.5], [0.9, -0.5, -0.9], [0.1, -0.2, 0.1], [1.7, 1.2, 0.1]],
  "lowdin_charge": [-0.183, -0.108, -0.145, -0.097, -0.057, 0.124, 0.120, 0.064, 0.133, 0.128, 0.090, -0.071],
  "orbital_gap_ev": 9.4,
  "smiles": "C1=COC=CC1",
  "e_tot_ha": -269.2871,
  "lumo_energy_ev": 1.01
}

***

# 8
{
  "formula": "C6H9ClN2O",
  "method": "ωB97M-V/def2-TZVPD",
  "species": ["C", "C", "C", "C", "C", "C", "N", "N", "O", "Cl", "H", "H", "H", "H", "H", "H", "H", "H", "H"],
  "coordinates": [[2.028979, -1.960701, 0.608384], [0.050326, 0.898488, -1.032323], [-0.863677, -1.342990, -0.287719], [1.575570, -0.752366, 0.000964], [0.316966, -0.494782, -0.429012], [1.419830, 0.396494, 2.346101], [2.267591, -2.956465, 1.148758], [0.608422, -0.165655, 3.130789], [-0.699074, -0.182326, 2.796682], [3.087798, 0.434364, 2.772113], [-0.375961, 1.568826, -0.369802], [0.967644, 1.494464, -1.393422], [-0.831868, 0.727437, -1.763095], [-1.647425, -0.756573, -0.042064], [-0.669340, -2.113466, 0.362652], [-1.073812, -1.990877, -1.111430], [2.521376, -0.146760, -0.155056], [-0.657860, -0.081129, 1.842677], [1.309713, 1.053767, 1.464558]],
  "forces_ev_per_a": [[-1.0, -1.5, 0.7], [0.3, -1.5, -2.4], [2.2, -1.2, -1.3], [1.2, -0.2, -1.2], [2.4, 2.1, -0.5], [0.2, 1.3, 0.5], [0.1, 0.8, -0.5], [1.7, -0.2, 0.7], [-0.5, 0.1, -0.7], [0.3, -0.2, 0.2], [-1.0, 1.1, 2.1], [-1.4, -1.4, 0.0], [1.9, 0.6, 0.4], [-3.0, 1.5, 0.8], [0.3, -1.5, 2.5], [-0.3, 0.3, -1.5], [-1.8, 0.1, -0.1], [-0.9, 0.2, -0.5], [-0.8, -0.6, 0.7]],
  "lowdin_charge": [-0.259, -0.046, -0.041, -0.148, -0.333, -0.687, 0.172, -0.062, -0.016, 0.660, 0.036, 0.117, 0.117, 0.059, 0.068, 0.106, 0.136, 0.046, 0.074],
  "orbital_gap_ev": 9.7,
  "smiles": "CC(C)=CC#N.O/N=C/Cl",
  "e_tot_ha": -878.8144,
  "lumo_energy_ev": 0.02
}